a:
Density functional theory data (ωB97M-V/def2-TZVPD) for a 2-piece molecular cluster, Cl2H2NP overall.

Geometry as XYZ:
```
6
Properties=species:S:1:pos:R:3:lowdin_charge:R:1
N 1.36897 1.03757 0.36381 -0.384
P 0.18711 1.87234 0.85754 0.390
Cl -1.43155 -3.06717 -1.29177 0.252
Cl -1.33253 0.73711 0.14041 0.109
H 2.24452 1.39761 0.64178 -0.066
H -1.03652 -1.97745 -0.71177 -0.301
```

Output
HOMO-LUMO gap (eV): 9.870
SMILES: [H]/N=P/Cl.Cl
HOMO level (eV): -10.508
LUMO energy (eV): -0.6

***

b:
Density functional theory data (ωB97M-V/def2-TZVPD) for a 2-piece molecular cluster, Cl2H2NP overall.

Geometry as XYZ:
```
6
Properties=species:S:1:pos:R:3:lowdin_charge:R:1
N -0.39365 -1.06577 0.82358 -0.420
P -0.08823 -0.19835 2.05903 0.353
Cl -0.20960 0.63148 -2.29039 0.127
Cl 1.57704 0.75640 1.43289 0.089
H -0.93880 -1.94821 0.98370 -0.011
H 0.05323 1.82445 -3.00882 -0.138
```

Output
HOMO-LUMO gap (eV): 9.459
SMILES: [H]/N=P/Cl.Cl
HOMO level (eV): -9.938
LUMO energy (eV): -0.5

***

Which is most stable, and by how much? a, by 0.0151 hartree.

***

a:
Density functional theory data (ωB97M-V/def2-TZVPD) for the molecule C21H28N4O4.

Geometry as XYZ:
```
57
Properties=species:S:1:pos:R:3:lowdin_charge:R:1
C -1.21364 -4.26831 -0.06252 -0.065
H -1.24644 -5.31421 -0.36945 0.096
O -0.75270 -3.56050 -1.19450 -0.065
C -0.20317 -2.32631 -1.05005 -0.205
C 0.63655 -1.93069 -2.09449 0.010
C 1.30739 -0.72869 -2.07067 -0.031
C 1.17420 0.11161 -0.97002 -0.144
C 0.30912 -0.25307 0.05173 0.046
C -0.41234 -1.43717 0.01667 -0.197
O -1.29282 -1.74409 1.04270 -0.050
C -2.55024 -1.07332 1.03175 -0.312
C -3.26340 -1.13065 -0.32231 -0.092
C -4.65030 -0.49921 -0.19774 -0.128
N -4.54750 0.86257 0.28268 -0.067
C -4.85738 1.88699 -0.55335 -0.498
O -5.32686 1.68431 -1.65630 0.047
C -4.61934 3.28955 -0.03516 0.003
H -4.94462 3.98604 -0.80314 0.084
H -3.56252 3.45334 0.16294 0.084
H -5.19141 3.47240 0.87156 0.083
C -3.89770 0.96107 1.56682 -0.144
H -3.86342 1.99478 1.90314 0.111
C -2.47904 0.39001 1.48259 -0.101
H -1.98849 0.45770 2.45450 0.128
H -1.90942 0.97204 0.75679 0.118
H -4.48216 0.38214 2.29416 0.131
H -5.14589 -0.46814 -1.16933 0.122
H -5.26380 -1.07848 0.50256 0.132
H -3.36173 -2.16133 -0.66549 0.119
H -2.67834 -0.57932 -1.06241 0.137
H -3.12923 -1.64053 1.77379 0.160
H 0.21178 0.40564 0.90038 0.127
C 1.91357 1.39430 -0.81624 -0.457
O 1.46654 2.33805 -0.18813 0.063
N 3.12450 1.42436 -1.42906 0.066
H 3.53788 0.53991 -1.69414 0.102
C 4.04124 2.51247 -1.17811 -0.175
H 4.81941 2.48604 -1.94372 0.121
H 3.47743 3.44482 -1.26689 0.121
C 4.66421 2.45028 0.22261 -0.154
H 5.33314 3.30284 0.34462 0.112
H 3.86305 2.53494 0.95862 0.107
C 5.45553 1.16128 0.47379 -0.132
N 4.60691 0.01044 0.63293 -0.174
C 3.84762 -0.30986 1.69738 -0.066
C 3.18672 -1.47514 1.38463 -0.064
C 3.61508 -1.78229 0.08856 -0.160
N 4.46820 -0.87530 -0.35152 0.060
H 3.33839 -2.61148 -0.53116 0.103
H 2.49602 -2.02139 1.99240 0.093
H 3.83473 0.29301 2.58289 0.123
H 6.11871 0.95292 -0.36950 0.126
H 6.05918 1.27665 1.37958 0.124
H 1.93027 -0.44853 -2.90614 0.117
H 0.74413 -2.60961 -2.92604 0.123
H -0.53372 -4.15330 0.78358 0.101
H -2.21390 -3.95156 0.24123 0.081
```

Output
HOMO-LUMO gap (eV): 9.207
SMILES: COc1ccc(C(=O)NCCCn2cccn2)cc1OC1CCN(C(C)=O)CC1
HOMO level (eV): -8.497
LUMO energy (eV): 0.7

***

b:
Density functional theory data (ωB97M-V/def2-TZVPD) for the molecule C21H28N4O4.

Geometry as XYZ:
```
57
Properties=species:S:1:pos:R:3:lowdin_charge:R:1
C 6.72254 2.06539 -3.53749 -0.056
C 5.45961 1.34813 -3.16789 -0.284
C 5.30159 0.75469 -1.92501 -0.042
C 4.12582 0.10748 -1.59257 -0.002
C 3.08021 0.04289 -2.50430 -0.171
C 3.21521 0.63632 -3.76772 -0.203
C 4.40476 1.27675 -4.07043 -0.012
H 4.51693 1.73680 -5.04251 0.117
C 2.10408 0.58454 -4.77513 -0.039
H 1.19782 1.04902 -4.38637 0.089
H 2.39382 1.11353 -5.67936 0.078
H 1.86649 -0.44425 -5.04657 0.089
N 1.87394 -0.61004 -2.21398 0.171
C 1.49671 -1.18827 -1.06620 -0.476
O 2.10321 -1.29825 -0.02632 0.083
N 0.18068 -1.73910 -1.11563 0.198
C -0.76940 -1.64618 -2.08044 -0.420
O -0.57598 -1.20243 -3.19156 0.081
C -2.13605 -2.17405 -1.64884 -0.010
N -2.38700 -1.94095 -0.25013 0.054
C -2.40475 -0.70359 0.33533 -0.370
O -2.27904 0.34293 -0.24480 0.143
C -2.59691 -0.93279 1.83295 -0.339
N -2.75759 -2.37708 1.87302 0.168
C -2.59845 -2.97790 0.67886 -0.497
O -2.61676 -4.14839 0.40446 0.104
H -2.90929 -2.89484 2.72084 0.168
C -3.88253 -0.23183 2.29828 -0.099
H -3.92321 0.75214 1.83312 0.113
C -4.05889 -0.10174 3.81632 -0.184
H -3.46576 -0.85463 4.33768 0.107
H -5.10495 -0.30950 4.05233 0.110
C -3.74341 1.28678 4.37721 -0.207
H -4.08702 1.30554 5.41511 0.108
H -4.33326 2.02541 3.82934 0.115
C -2.27718 1.72523 4.36520 -0.198
H -2.22556 2.65370 4.93837 0.107
C -1.69527 1.98183 2.96911 -0.189
C -0.79679 0.86811 2.42724 -0.178
H -0.60567 1.06656 1.37188 0.105
H 0.16426 0.91076 2.94556 0.119
C -1.30741 -0.56136 2.58951 -0.101
H -1.45947 -0.78210 3.64633 0.107
H -0.51911 -1.23239 2.23371 0.124
H -2.50082 2.18106 2.26424 0.101
H -1.08399 2.88624 3.00013 0.110
H -1.66578 0.99567 4.89857 0.109
H -4.71238 -0.81277 1.88620 0.127
H -2.18230 -3.25699 -1.80812 0.144
H -2.89420 -1.68395 -2.26660 0.148
H -0.07032 -2.18498 -0.24208 0.147
H 1.17871 -0.61503 -2.95928 0.094
H 4.01278 -0.35077 -0.62456 0.099
H 6.10465 0.79433 -1.20381 0.109
H 7.51514 1.84746 -2.82631 0.073
H 6.55444 3.14259 -3.54402 0.082
H 7.05307 1.77428 -4.53290 0.078
```

Output
HOMO-LUMO gap (eV): 8.794
SMILES: Cc1ccc(NC(=O)NC(=O)CN2C(=O)NC3(CCCCCCC3)C2=O)c(C)c1
HOMO level (eV): -8.158
LUMO energy (eV): 0.6

***

Which is most stable, and by how much? b, by 0.1246 hartree.

***

a:
Density functional theory data (ωB97M-V/def2-TZVPD) for a 2-piece molecular cluster, C7H14N2 overall.

Geometry as XYZ:
```
23
Properties=species:S:1:pos:R:3:lowdin_spin:R:1
C -1.10825 0.76558 1.65820 0.015
C 2.13032 -0.83655 1.95638 0.198
C 0.38574 0.50649 1.99228 0.008
C 1.54019 1.35350 1.79233 0.190
N 0.87013 -0.82385 2.23330 0.002
N 2.56035 0.50768 1.73422 0.113
H 2.82341 -1.59742 1.78432 0.063
H 3.56794 0.61904 1.39800 0.225
H 1.64531 2.43032 1.96275 0.059
H -1.59831 0.04988 1.08032 0.001
H -1.27956 1.61766 1.04340 0.005
H -1.91626 0.91007 2.42821 0.002
C -0.59467 -0.48148 -1.42813 0.022
C -0.29747 -1.65413 -2.23616 0.030
C -1.62177 0.58931 -2.02394 0.016
H -0.99471 -0.81852 -0.39245 0.001
H 0.37386 0.09260 -1.12619 0.021
H -1.25588 -2.03135 -2.65807 0.001
H -1.22853 1.58059 -1.74240 0.008
H 0.17257 -2.37555 -1.55433 0.011
H 0.36849 -1.53207 -3.08024 0.006
H -1.85858 0.58125 -3.06014 0.001
H -2.68432 0.54695 -1.76164 0.001
```

Output
HOMO-LUMO gap (spin up / spin down) (eV): 2.387 / 7.873
Total charge: -1
HOMO level (spin up / spin down) (eV): 1.070 / -4.539
Multiplicity: 2
LUMO energy (spin up / spin down) (eV): 3.5 / 3.3

***

b:
Density functional theory data (ωB97M-V/def2-TZVPD) for a 2-piece molecular cluster, C7H14N2 overall.

Geometry as XYZ:
```
23
Properties=species:S:1:pos:R:3:lowdin_spin:R:1
C 1.30671 -0.74298 -3.48983 0.030
C -0.17188 1.25435 -0.80220 0.130
C 0.89122 0.30337 -2.55517 0.013
C 1.56113 1.45835 -2.15747 0.251
N -0.18209 0.21996 -1.65730 0.002
N 0.94049 2.00849 -1.12532 0.075
H -0.84073 1.36332 0.03333 0.031
H 1.28242 2.74131 -0.52399 0.195
H 2.30661 1.87931 -2.82881 0.071
H 1.96361 -1.54417 -3.09690 0.007
H 2.02777 -0.37190 -4.25535 0.012
H 0.47523 -1.30818 -3.88640 0.001
C -1.02183 -0.95195 1.77441 0.009
C 0.12343 -0.11752 2.47079 0.083
C -2.26626 -0.76853 2.68171 0.022
H -1.03901 -0.76984 0.69942 0.001
H -0.86303 -2.06974 1.88753 0.001
H 0.67396 -0.68863 3.28354 0.010
H -0.26866 0.73072 2.86205 0.025
H -3.21741 -1.05888 2.18223 0.002
H -2.29587 -1.52968 3.51203 0.002
H 0.87815 -0.14613 1.69074 0.021
H -2.26396 0.10895 3.30095 0.006
```

Output
HOMO-LUMO gap (spin up / spin down) (eV): 2.446 / 8.403
Total charge: -1
HOMO level (spin up / spin down) (eV): 1.150 / -4.865
Multiplicity: 2
LUMO energy (spin up / spin down) (eV): 3.6 / 3.5

***

Which is most stable, and by how much? b, by 0.0171 hartree.

***

a:
Density functional theory data (ωB97M-V/def2-TZVPD) for an isolated ion of composition C11H16N3O and charge +1.

Geometry as XYZ:
```
31
Properties=species:S:1:pos:R:3:lowdin_charge:R:1
C -2.98208 0.36585 0.90363 -0.032
C -2.22189 -0.82671 0.85031 0.032
C -2.36734 1.32627 0.13048 -0.034
C -1.07617 -0.51844 -0.02143 -0.152
C -0.18824 -1.62842 -0.32476 -0.140
C 0.95092 2.17592 -0.05691 -0.056
C 2.35070 -1.19023 0.23466 -0.038
C -0.16737 1.53996 -0.98182 -0.309
C 2.47306 0.08675 0.51939 -0.050
C 1.61722 1.21335 0.97992 -0.264
C -0.93126 -2.79045 -0.80703 0.025
N 1.11519 -1.84361 -0.12404 0.126
N -1.18654 0.83319 -0.30002 -0.053
N 0.51019 0.56347 -1.85702 0.072
O 0.53481 0.65380 1.89555 -0.040
H -3.82752 0.62992 1.53286 0.115
H -2.33037 -1.63192 1.46611 0.089
H -2.46565 2.33010 0.08416 0.102
H 1.57087 2.83660 -0.59535 0.102
H 0.25231 2.84512 0.57627 0.145
H 3.13588 -1.94334 0.10121 0.140
H -0.71904 2.35195 -1.66622 0.197
H 3.49626 0.45530 0.60917 0.126
H 2.28300 1.89147 1.77313 0.201
H -0.47898 -3.21259 -1.60371 0.080
H -1.94525 -2.56258 -0.97200 0.097
H -0.86760 -3.53438 -0.08800 0.100
H 0.23216 0.59399 -2.90869 0.151
H 1.26093 -2.84357 -0.16647 0.151
H 1.48606 0.53354 -1.75784 0.047
H 0.48571 1.29969 2.57449 0.069
```

Output
HOMO-LUMO gap (spin up / spin down) (eV): 7.607 / 7.607
Total charge: +1
SMILES: C/C1=C2\C=CC=[N+]2[C@H](N)C[C@@H](O)/C=C\N1
HOMO level (spin up / spin down) (eV): -11.811 / -11.812
LUMO energy (spin up / spin down) (eV): -4.2 / -4.2

***

b:
Density functional theory data (ωB97M-V/def2-TZVPD) for an isolated ion of composition C11H16N3O and charge +1.

Geometry as XYZ:
```
31
Properties=species:S:1:pos:R:3:lowdin_charge:R:1
C 4.50973 1.53822 0.07509 -0.085
C 4.33019 0.65141 1.09712 -0.083
C 3.46425 1.82371 -0.82617 -0.080
C 3.12642 -0.02061 1.24449 -0.047
C 2.23873 1.23572 -0.62197 -0.034
C 2.08726 0.22950 0.36691 -0.268
C -2.45586 -1.02677 0.29176 -0.190
C -1.01386 0.41998 -0.76878 -0.010
C -0.22140 -0.76456 -0.11423 -0.474
C -3.71976 -1.72045 0.73864 0.044
C -3.62794 0.72626 -0.90297 0.004
N -2.39236 0.04734 -0.53763 -0.049
N -1.20059 -1.32007 0.73725 0.164
N 0.83693 -0.25841 0.82283 0.087
O 0.16543 -1.72083 -1.10010 0.093
H 5.35437 2.13940 -0.21444 0.105
H 5.09791 0.43989 1.87242 0.126
H 3.74438 2.54137 -1.58633 0.110
H 3.19097 -0.70603 2.09757 0.122
H 1.34860 1.33688 -1.40454 0.135
H -0.88968 1.34589 -0.33175 0.115
H -0.82135 0.45009 -1.88173 0.162
H -3.51238 -2.71228 0.42952 0.080
H -4.61769 -1.30358 0.11836 0.119
H -3.89985 -1.74642 1.87353 0.141
H -3.51822 1.74305 -0.84047 0.073
H -4.12698 0.33706 -1.83355 0.132
H -4.40644 0.51614 -0.14640 0.090
H -0.83066 -2.14803 1.27991 0.213
H 1.01141 -0.81898 1.69453 0.147
H 0.74843 -1.25488 -1.62886 0.059
```

Output
HOMO-LUMO gap (eV): 8.030
Total charge: +1
SMILES: CC1=[NH+][C@](O)(Nc2ccccc2)CN1C
HOMO level (eV): -11.290
LUMO energy (eV): -3.3

***

Which is most stable, and by how much? b, by 0.0866 hartree.